Molecular formula: C11H14BrN
Method: DFT, ωB97M-V/def2-TZVPD

## Properties
Strongest force on any atom   3.8 eV Å⁻¹
HOMO energy   -7.83 eV
Gap between HOMO and LUMO   8.61 eV
SMILES   CN1c2c(Br)cccc2CC1(C)C
M   240.1 g mol⁻¹

Last column: natural (NBO) charge in e.
CARTESIAN COORDINATES (ANGSTROEM)
Br 3.642 0.981 -0.097  0.03
N 0.218 1.022 -0.267  -0.45
C -1.288 0.542 -0.252  0.17
C -2.037 1.384 -1.238  -0.62
C 1.052 -0.237 -0.057  0.13
C 2.062 -2.795 0.280  -0.20
C 0.723 -2.629 -0.062  -0.22
C 0.235 -1.362 -0.315  0.00
C 2.881 -1.730 0.197  -0.25
C -1.159 -0.874 -0.660  -0.44
C 2.397 -0.472 0.067  -0.09
C 0.625 2.275 0.426  -0.41
C -1.902 0.650 1.246  -0.64
H 1.396 2.910 -0.177  0.22
H -1.173 0.743 1.954  0.21
H -0.360 2.824 0.652  0.20
H -2.675 1.374 1.457  0.21
H -1.150 -0.843 -1.752  0.22
H 1.054 1.964 1.329  0.19
H -3.106 1.045 -1.346  0.22
H 0.056 -3.352 -0.371  0.21
H -2.075 2.359 -0.833  0.21
H -1.553 1.539 -2.267  0.23
H 3.938 -1.792 0.253  0.23
H -1.885 -1.526 -0.338  0.22
H -2.413 -0.269 1.467  0.21
H 2.496 -3.735 0.704  0.22